{
  "formula": "C3H5NO2S",
  "method": "wB97M-V/def2-TZVPD",
  "species": ["O", "C", "C", "C", "S", "N", "O", "H", "H", "H", "H", "H"],
  "xyz": [[-1.5242, 1.4345, -0.1283], [-0.4982, 1.8178, 0.5156], [0.3062, 0.6631, 0.9731], [0.3954, -0.4595, -0.0900], [1.7399, -1.5991, 0.0724], [-0.4955, -0.7998, -0.8025], [-0.4612, -1.9162, -1.6905], [-0.0630, 2.9035, 0.7494], [1.4096, 0.9840, 1.0789], [0.1422, -0.1002, 1.8587], [-1.5050, -0.5354, -0.9035], [0.5539, -2.3926, -1.6331]],
  "mulliken_charge": [-0.53, 0.20, -0.47, 0.20, -0.50, 0.09, -0.45, 0.26, 0.29, 0.29, 0.30, 0.32],
  "smiles": "O=CCC(=S)NO",
  "total_energy_ev": -19608.046,
  "e_homo_ev": -8.50,
  "lumo_energy_ev": -0.413,
  "homo_lumo_gap_ev": 8.089,
  "mol_weight_da": 119.14,
  "spin_multiplicity": 1
}

---

{
  "formula": "C20H47BiO7SSi",
  "method": "wB97M-V/def2-TZVPD",
  "species": ["Bi", "C", "O", "C", "C", "O", "C", "C", "O", "C", "H", "H", "H", "H", "H", "H", "H", "H", "H", "H", "H", "H", "H", "H", "C", "C", "C", "C", "O", "Si", "S", "O", "C", "C", "C", "C", "O", "C", "C", "C", "C", "H", "H", "H", "H", "H", "H", "H", "H", "H", "H", "H", "H", "H", "H", "H", "H", "H", "H", "H", "H", "H", "H", "H", "H", "H", "H", "H", "C", "C", "O", "H", "H", "H", "H", "H", "H"],
  "xyz": [[2.6489, -0.9381, 1.3597], [2.5377, -4.3519, -1.4628], [3.3034, -3.7005, -0.4258], [4.6936, -4.0404, -0.4475], [5.3601, -3.4121, 0.7532], [5.1418, -1.9850, 0.8049], [5.9413, -1.2228, -0.1120], [5.4907, 0.2164, -0.0011], [4.0813, 0.3772, -0.2849], [3.7689, 0.2818, -1.7040], [2.5284, -5.4340, -1.3217], [2.9673, -4.1329, -2.4392], [1.5323, -3.9741, -1.4186], [5.1203, -3.7082, -1.3950], [4.8129, -5.1246, -0.3851], [6.4227, -3.6328, 0.7469], [4.9285, -3.8097, 1.6764], [5.8417, -1.5832, -1.1372], [7.0017, -1.2747, 0.1775], [6.0758, 0.8310, -0.6768], [5.6304, 0.5765, 1.0304], [4.3839, 0.9905, -2.2606], [2.7124, 0.4993, -1.8244], [3.9611, -0.7268, -2.0593], [-1.0155, 0.2819, -3.2915], [-1.5225, 1.5758, -2.6843], [-0.4085, 2.5224, -2.3326], [-2.6218, 2.2104, -3.4998], [-2.1940, 1.1259, -1.3960], [-2.4107, 1.6688, 0.0525], [0.8733, -0.6889, -0.0511], [-3.3820, 0.9124, 1.0121], [-4.4539, -0.1308, 0.8503], [-4.8202, -0.4820, 2.2724], [-5.5949, 0.5385, 0.1196], [-3.8725, -1.3074, 0.0985], [-1.6204, 2.9139, 0.5467], [-1.7340, 4.0590, 1.5300], [-3.0915, 3.9980, 2.1823], [-1.5601, 5.2848, 0.6660], [-0.6053, 3.8592, 2.5048], [-0.4956, 0.4896, -4.2337], [-1.8551, -0.3768, -3.4989], [-0.3348, -0.2046, -2.5896], [0.1522, 2.7544, -3.2422], [0.2674, 2.0516, -1.6169], [-0.7865, 3.4589, -1.9151], [-2.2199, 2.5931, -4.4334], [-3.0673, 3.0401, -2.9476], [-3.4059, 1.4891, -3.7255], [-5.1004, 0.4303, 2.8042], [-3.9894, -0.9709, 2.7745], [-5.6717, -1.1664, 2.2681], [-5.9741, 1.4060, 0.6731], [-6.4140, -0.1754, 0.0037], [-5.3019, 0.8391, -0.8843], [-2.9733, -1.6600, 0.6012], [-3.6309, -1.0358, -0.9297], [-4.5889, -2.1279, 0.0711], [-3.8949, 4.0729, 1.4500], [-3.1797, 4.8520, 2.8486], [-3.2061, 3.0843, 2.7684], [-2.3485, 5.3345, -0.0935], [-0.5853, 5.2815, 0.1712], [-1.6224, 6.1732, 1.2933], [-0.7488, 2.9443, 3.0772], [-0.5543, 4.6840, 3.2121], [0.3515, 3.7989, 1.9741], [-0.2765, -2.9685, 2.6387], [0.5951, -3.6761, 1.6345], [2.0110, -3.2511, 1.8434], [-0.7093, -2.0586, 2.2244], [0.3299, -2.6969, 3.5060], [-1.0687, -3.6224, 2.9841], [0.3292, -3.4370, 0.6144], [0.5756, -4.7644, 1.7883], [2.5397, -3.6479, 1.1126]],
  "mulliken_charge": [1.28, -0.89, -0.15, -0.55, -0.83, -0.21, -0.29, -0.81, -0.20, -0.31, 0.32, 0.34, 0.25, 0.40, 0.48, 0.39, 0.38, 0.34, 0.35, 0.43, 0.28, 0.37, -0.13, 0.23, -1.48, 1.60, -1.41, -1.77, 0.70, -0.71, -0.63, -0.03, 1.67, -1.60, -1.64, -1.31, 0.16, 1.65, -1.60, -1.59, -1.63, 0.45, 0.38, 0.19, 0.56, 0.24, 0.31, 0.44, 0.37, 0.36, 0.38, 0.35, 0.43, 0.36, 0.47, 0.31, 0.22, 0.19, 0.49, 0.39, 0.50, 0.32, 0.35, 0.33, 0.48, 0.37, 0.45, 0.32, -1.00, -0.09, -0.65, 0.08, 0.33, 0.39, 0.21, 0.40, 0.48],
  "total_energy_ev": -60376.551,
  "e_homo_ev": -14.63,
  "charge": 2,
  "lumo_energy_ev": -6.489,
  "homo_lumo_gap_ev": 8.139,
  "mol_weight_da": 668.72,
  "spin_multiplicity": 1
}

---

{
  "formula": "C4H10Se",
  "method": "wB97M-V/def2-TZVPD",
  "species": ["C", "C", "C", "C", "H", "H", "H", "H", "H", "H", "H", "H", "Se", "H", "H"],
  "xyz": [[-0.9596, -0.7503, -1.0942], [-0.5393, -0.1728, 0.0250], [-0.4511, 1.3360, 0.1232], [-0.3072, -0.9382, 1.2654], [-1.2616, -1.8181, -1.0948], [-1.3229, -0.1467, -1.9161], [-0.0894, 1.8878, -0.8647], [-1.4533, 1.8718, 0.2074], [0.2664, 1.4651, 0.8963], [0.6821, -1.5188, 1.3744], [-0.2675, -0.2378, 2.0717], [-1.0711, -1.6631, 1.4486], [2.6502, -0.0572, -0.2879], [1.5535, 0.8667, -0.4056], [2.5706, -0.1244, -1.7486]],
  "mulliken_charge": [-0.99, 0.86, -1.42, -1.11, 0.28, 0.29, 0.33, 0.29, 0.50, 0.23, 0.37, 0.39, -0.26, 0.13, 0.10],
  "smiles": "C=C(C)C.[SeH2]",
  "total_energy_ev": -69654.430,
  "e_homo_ev": -8.76,
  "lumo_energy_ev": 0.790,
  "homo_lumo_gap_ev": 9.547,
  "mol_weight_da": 137.08,
  "spin_multiplicity": 1
}

---

{
  "formula": "C8H17N2P",
  "method": "wB97M-V/def2-TZVPD",
  "species": ["C", "C", "C", "C", "C", "C", "C", "C", "N", "N", "P", "H", "H", "H", "H", "H", "H", "H", "H", "H", "H", "H", "H", "H", "H", "H", "H", "H"],
  "xyz": [[1.3901, -2.1357, 0.5949], [-1.7976, 0.6423, 1.9298], [-1.2349, -0.8601, -1.3096], [-0.8097, 1.6094, -1.5897], [-0.5763, -0.1970, 1.4933], [-0.2141, 0.2046, -1.0386], [0.2787, 0.2652, 0.3074], [1.9909, -0.9186, 0.3452], [0.9204, -3.1138, 0.9644], [2.7280, -0.3726, 1.3774], [2.9938, -0.7950, -1.3135], [-2.3609, 0.8775, 0.9553], [-2.4263, -0.1624, 2.4613], [-1.6529, 1.7686, 2.3564], [-2.2266, -0.6765, -0.9565], [-1.2786, -1.0841, -2.3474], [-1.0661, -1.8136, -0.7835], [-1.8846, 1.7465, -1.5719], [-0.6927, 1.5894, -2.6561], [-0.2114, 2.5545, -1.1535], [0.0886, -0.1517, 2.2384], [-0.8841, -1.1840, 1.3532], [0.7828, 0.1890, -1.7183], [0.8443, 1.1790, 0.5648], [2.5591, -0.7313, 2.3739], [3.0410, 0.6399, 1.2797], [2.4999, -1.9167, -1.7767], [3.9957, -1.5426, -0.8469]],
  "mulliken_charge": [0.09, -1.08, -1.85, -1.41, -1.29, 1.41, -0.16, 0.29, -0.55, -0.42, -0.10, 0.22, 0.32, 0.28, 0.35, 0.45, 0.37, 0.37, 0.44, 0.27, 0.72, 0.31, -0.14, 0.50, 0.26, 0.24, 0.02, 0.09],
  "total_energy_ev": -20836.119,
  "e_homo_ev": -8.00,
  "lumo_energy_ev": 0.769,
  "homo_lumo_gap_ev": 8.771,
  "mol_weight_da": 172.21,
  "spin_multiplicity": 1
}